(1)
The following is a DFT calculation (ωB97M-V/def2-TZVPD) of a structure of composition C16H9AuN5O3.

Geometry as XYZ:
```
34
Properties=species:S:1:pos:R:3:forces:R:3:lowdin_charge:R:1
Au 0.187661 -0.177939 -1.649652 -0.4 0.4 0.3 1.225
O -4.152029 0.151240 -0.793865 1.3 0.2 -0.2 0.119
C -2.958454 0.189211 -0.964801 0.5 0.2 -0.2 -0.520
O -2.069901 0.876284 -1.521743 -1.3 -0.8 0.6 -0.035
C -2.183062 -1.177073 -0.141918 -0.7 1.0 -0.6 -0.116
C -2.998848 -1.960735 0.666145 0.3 -0.3 0.1 0.030
C -2.390228 -3.045023 1.268220 0.2 0.0 -0.1 0.008
C -1.023866 -3.317262 1.045827 -0.5 0.0 0.2 -0.009
C -0.302131 -2.493726 0.228077 0.0 0.1 -0.1 -0.093
N -0.954279 -1.439305 -0.313009 0.6 -0.3 0.3 -0.008
H -4.045175 -1.714860 0.772516 0.0 0.0 0.0 0.130
H -2.974029 -3.694389 1.906260 0.0 -0.1 0.0 0.128
H -0.535176 -4.165670 1.500470 0.0 0.0 0.0 0.125
H 0.738596 -2.647382 -0.020658 -0.1 0.0 0.0 0.117
O -0.376466 -1.440652 -2.969583 0.1 -0.9 -0.4 -0.281
N 0.262015 -2.604464 -2.715527 -0.2 0.3 -0.2 0.007
C 0.143318 -3.485866 -3.636507 -0.1 0.1 -0.1 -0.272
C -0.584679 -3.259158 -4.857079 0.1 -0.1 0.2 -0.135
N -1.163967 -3.078597 -5.828717 -0.1 0.0 -0.1 0.226
C 0.773199 -4.755973 -3.407857 0.0 0.1 0.0 -0.143
N 1.274897 -5.768245 -3.215138 0.0 -0.1 0.0 0.206
N 0.869594 1.208018 -0.397818 0.1 0.2 0.3 0.062
C 1.219461 2.009245 0.343754 -0.1 -0.1 -0.2 -0.041
C 1.640774 3.017982 1.242064 0.1 0.2 0.1 -0.213
C 2.879677 2.896131 1.880334 -0.1 0.0 0.0 -0.010
C 3.278153 3.892291 2.748081 0.0 0.1 0.0 -0.045
C 2.453275 4.989421 2.972851 0.0 0.0 0.0 -0.030
C 1.223466 5.103202 2.333842 0.0 0.0 0.0 -0.042
C 0.805300 4.118525 1.461584 0.0 -0.1 0.0 -0.004
H 3.509855 2.038229 1.691585 0.0 0.0 0.0 0.126
H 4.231950 3.817733 3.249637 0.0 0.0 0.0 0.119
H 2.773813 5.766025 3.653339 0.0 0.0 0.0 0.120
H 0.593413 5.961538 2.516016 0.0 0.0 0.0 0.120
H -0.146128 4.191246 0.953269 0.0 0.0 0.0 0.129
```
Positions in Å, forces in eV/Å.

Properties
LUMO energy (alpha / beta) in eV: -7.18 / -7.17
Net charge: +1
HOMO (alpha / beta) in eV: -12.994 / -13.004

(2)
The following is a DFT calculation (ωB97M-V/def2-TZVPD) of a structure of composition C16H9Br4N2O4S5SbTb.

Geometry as XYZ:
```
42
Properties=species:S:1:pos:R:3:forces:R:3:lowdin_charge:R:1
Tb -1.405790 -1.309098 -1.230703 -0.7 -0.2 -0.2 1.028
O -0.997788 -1.498740 3.334383 0.0 0.1 0.0 0.060
C -0.813135 -0.207266 3.658501 0.0 -0.2 0.1 -0.265
C -0.734460 0.093836 5.022544 0.0 0.2 0.0 -0.030
C -0.537675 1.396982 5.439197 0.0 0.0 0.0 -0.115
C -0.410648 2.428717 4.508892 0.0 -0.2 -0.1 -0.115
C -0.500791 2.122126 3.159048 0.0 0.2 0.0 -0.038
C -0.707550 0.819682 2.705262 0.0 0.0 -0.1 -0.062
C -0.823350 0.525446 1.233602 0.1 -0.8 0.9 -0.431
O -0.774427 -0.730512 0.886753 0.0 0.9 0.4 -0.228
N -0.963560 1.540250 0.449413 -0.1 0.1 -0.6 0.010
N -1.049732 1.141888 -0.908415 0.3 0.7 0.5 -0.171
C -0.567766 2.047763 -1.661018 0.1 0.0 -0.3 -0.874
S 0.154705 3.508084 -0.964191 -0.1 -0.1 0.3 0.920
C 0.550610 4.256533 -2.550374 0.1 0.1 -0.3 -0.564
C 0.835851 3.134637 -3.530834 0.4 0.3 -0.1 -0.557
S -0.505125 1.957520 -3.425669 -0.5 -0.4 0.3 0.880
H -0.981714 -1.534586 2.346349 0.0 0.0 0.0 0.076
H -0.832727 -0.720083 5.732079 0.0 0.0 -0.1 0.109
H -0.484050 1.609448 6.502319 0.0 0.0 0.0 0.089
H -0.248018 3.449881 4.836310 0.0 -0.1 -0.1 0.086
H -0.423795 2.900788 2.406928 0.0 -0.1 0.1 0.101
H 1.412877 4.914390 -2.406230 0.0 -0.1 0.0 0.068
H -0.290646 4.851175 -2.907460 0.0 0.1 0.0 0.066
H 1.775438 2.634873 -3.290876 0.0 0.0 0.0 0.071
H 0.869167 3.483601 -4.565964 0.0 0.0 0.1 0.072
S -6.493509 -0.300170 -2.567713 0.1 0.1 0.1 -0.344
Sb -4.351775 -0.082698 -1.783897 -0.6 -0.5 -0.3 0.092
S -2.743418 -0.658389 -3.464116 -0.5 0.4 0.0 -0.216
S -3.842622 -1.688017 -0.095929 -0.6 0.4 0.0 -0.203
Br 3.819660 -6.070089 -0.763089 0.0 0.1 0.0 0.640
C 2.856250 -4.480524 -1.145007 -0.2 0.1 0.0 -0.765
C 3.517613 -3.299851 -1.450404 -0.2 0.1 0.0 -0.761
Br 5.417536 -3.228395 -1.506387 -0.2 0.0 0.0 0.637
C 2.766553 -2.136836 -1.720853 -0.1 -0.2 0.0 -0.636
Br 3.584818 -0.481568 -2.151288 0.0 -0.1 0.0 0.714
C 1.367353 -2.130925 -1.691430 0.0 0.7 -0.3 -0.420
O 0.629917 -1.062813 -1.944172 1.5 -0.9 -0.1 -0.292
C 0.688174 -3.348260 -1.364024 -0.9 -0.3 0.0 -0.411
O -0.652847 -3.321150 -1.318362 2.0 -0.6 0.0 -0.307
C 1.445155 -4.489541 -1.111553 0.1 0.2 0.0 -0.649
Br 0.445242 -6.038123 -0.701602 0.1 -0.1 0.0 0.734
```
Positions in Å, forces in eV/Å.

Properties
LUMO energy (alpha / beta) in eV: 3.73 / 3.31
Net charge: -2
Relative energy (zero: lowest compared OMol25 entry of this formula, charge and spin) in kcal/mol: 0.00
Multiplicity: 8
HOMO (alpha / beta) in eV: -2.275 / -2.764
<S²>: 16.4286

(3)
The following is a DFT calculation (ωB97M-V/def2-TZVPD) of a structure of composition C17H10Cl5LiN3O4S.

Geometry as XYZ:
```
41
Properties=species:S:1:pos:R:3:forces:R:3:lowdin_charge:R:1
Li -0.968582 -0.191326 -1.104758 0.0 -0.1 -0.1 0.523
Cl -3.228469 1.581928 -2.629312 0.0 0.0 0.0 0.617
C -1.885526 1.183502 -3.693270 0.0 0.0 0.0 -0.724
C -0.856954 0.413750 -3.173784 0.0 0.0 0.0 -0.197
C 0.159296 0.157286 -4.072547 0.0 0.0 0.0 -0.711
Cl 1.546609 -0.781749 -3.506640 0.0 0.0 0.0 0.627
C 0.186147 0.595686 -5.394413 0.0 0.0 0.0 -0.720
Cl 1.499921 0.218453 -6.461262 0.0 0.0 0.0 0.620
C -0.879048 1.360289 -5.861645 0.0 0.0 0.0 -0.719
Cl -0.894418 1.931507 -7.494662 0.0 0.0 0.0 0.629
C -1.930811 1.663971 -4.999644 0.0 0.0 0.0 -0.718
Cl -3.253515 2.623882 -5.575427 0.0 0.0 0.0 0.625
C 2.250612 -1.098144 1.148356 0.0 0.0 0.0 -0.025
N 2.486829 -1.970003 0.010474 0.0 0.0 0.0 -0.118
C 3.698561 -2.176772 -0.624155 0.0 0.0 0.0 -0.070
C 3.485698 -3.041877 -1.633965 0.0 0.0 0.0 -0.112
N 2.142236 -3.359937 -1.594835 0.0 0.0 0.0 0.038
C 1.508593 -2.682892 -0.601730 0.0 0.0 0.0 -0.853
S -0.123102 -2.719566 -0.226285 0.0 -0.1 0.0 0.603
H 3.212513 -0.738172 1.507128 0.0 0.0 0.0 0.089
H 1.749400 -1.663655 1.933259 0.0 0.0 0.0 0.088
H 1.603724 -0.268603 0.864666 0.0 0.0 0.0 0.067
H 4.597904 -1.684182 -0.302385 0.0 0.0 0.0 0.115
H 4.157484 -3.441418 -2.370483 0.0 0.0 0.0 0.109
H 1.621821 -3.882453 -2.276718 0.0 0.0 0.0 0.140
O -0.264040 0.755326 0.508767 0.0 0.1 0.1 -0.113
C -1.359751 0.420000 1.027819 0.0 0.0 0.0 -0.682
O -2.282082 -0.166349 0.423838 0.0 0.0 0.0 -0.097
C -1.566357 0.743342 2.495965 0.0 0.0 0.0 -0.101
C -2.757013 0.402696 3.124521 0.0 0.0 0.0 0.000
C -2.953197 0.681647 4.471026 0.0 0.0 0.0 -0.062
C -1.956578 1.301406 5.206168 0.0 0.0 0.0 -0.016
C -0.775212 1.629410 4.560475 0.0 0.0 0.0 -0.143
C -0.560483 1.366464 3.220120 0.0 0.0 0.0 0.064
N 0.292118 2.279743 5.339889 0.0 0.0 0.0 -0.357
O 1.340445 2.527483 4.778549 0.0 0.0 0.0 0.070
O 0.068391 2.535879 6.510062 0.0 0.0 0.0 0.052
H -3.516574 -0.086029 2.528807 0.0 0.0 0.0 0.119
H -3.884417 0.413236 4.952773 0.0 0.0 0.0 0.102
H -2.075442 1.529711 6.254439 0.0 0.0 0.0 0.111
H 0.363267 1.636531 2.730818 0.0 0.0 0.0 0.126
```
Positions in Å, forces in eV/Å.

Properties
LUMO energy in eV: 1.79
Net charge: -1
HOMO in eV: -5.440

(4)
The following is a DFT calculation (ωB97M-V/def2-TZVPD) of a structure of composition C17H10N5O2S2V.

Geometry as XYZ:
```
37
Properties=species:S:1:pos:R:3:forces:R:3:lowdin_charge:R:1
V -0.177525 -0.613254 -0.557934 0.8 -1.2 0.1 0.621
O 0.824302 3.652488 2.707137 0.0 -0.1 0.0 0.113
C 1.465810 2.618659 3.263225 0.0 0.2 0.0 -0.234
C 2.233294 2.758679 4.416680 0.0 0.0 0.0 0.017
C 2.883844 1.671880 4.956290 0.0 0.0 0.0 -0.008
C 2.800602 0.402855 4.365474 0.0 0.1 0.0 -0.040
C 2.056552 0.252848 3.229687 0.0 0.0 -0.1 0.002
C 1.367767 1.351287 2.652233 0.2 -0.4 0.1 -0.077
C 0.600465 1.134519 1.476562 0.0 -0.1 0.0 -0.258
O 0.644277 -0.132988 0.913874 0.0 0.5 0.2 -0.201
N -0.156407 1.980227 0.843995 -0.2 -0.3 -0.3 0.163
N -0.706835 1.325165 -0.213099 0.0 0.2 0.2 -0.061
C -1.520037 1.910349 -1.014485 -0.1 0.0 -0.1 0.057
C -2.051038 1.047476 -2.055737 0.1 -0.1 0.1 -0.208
C -2.969902 1.444699 -2.995518 0.0 0.0 -0.1 0.056
C -3.421993 0.506246 -3.920769 0.0 0.0 0.0 0.041
C -2.937992 -0.789543 -3.864990 0.0 0.0 -0.1 0.026
C -2.012996 -1.123055 -2.894469 0.1 0.1 0.1 -0.056
N -1.566438 -0.225358 -1.998018 -0.3 0.2 -0.3 -0.023
H 0.988146 4.456249 3.215838 0.0 0.1 0.0 0.138
H 2.312488 3.733214 4.883375 0.0 0.0 0.0 0.134
H 3.472419 1.805905 5.854703 0.0 0.0 0.0 0.130
H 3.319435 -0.437805 4.802081 0.0 0.0 0.0 0.122
H 1.982822 -0.716725 2.757934 0.0 0.0 0.0 0.121
H -1.780590 2.955848 -0.891011 0.0 0.0 0.0 0.171
H -3.327108 2.465575 -3.003330 0.0 0.0 0.0 0.146
H -4.147202 0.788771 -4.672622 0.0 0.0 0.0 0.143
H -3.268222 -1.546134 -4.562680 0.0 0.0 0.0 0.140
H -1.614199 -2.125430 -2.827881 0.0 0.0 0.0 0.115
S 1.448838 -1.439734 -1.721252 -0.1 0.2 0.1 0.899
C 0.452103 -2.863564 -1.343052 -0.2 0.5 0.1 -0.945
S -0.717476 -2.652037 -0.026220 -0.1 0.2 0.1 0.898
C 0.609069 -4.038270 -1.987167 0.0 -0.1 -0.1 -0.299
C 1.593471 -4.161942 -3.021751 0.0 -0.1 0.1 -0.174
N 2.412723 -4.205018 -3.826005 -0.1 0.0 0.0 0.255
C -0.195252 -5.166101 -1.618612 0.0 0.0 -0.1 -0.176
N -0.897212 -6.025982 -1.322485 0.0 0.0 0.0 0.255
```
Positions in Å, forces in eV/Å.

Properties
LUMO energy (alpha / beta) in eV: -9.70 / -9.70
Net charge: +2
HOMO (alpha / beta) in eV: -14.435 / -14.435

(5)
The following is a DFT calculation (ωB97M-V/def2-TZVPD) of a structure of composition C17H12AsN3O4PtS4.

Geometry as XYZ:
```
42
Properties=species:S:1:pos:R:3:forces:R:3:lowdin_charge:R:1
Pt -0.085288 0.307033 -0.156566 -0.3 0.3 -0.3 0.435
C 4.200252 0.105513 -0.383433 -0.1 0.0 -0.2 -0.062
C 4.657674 -0.080138 0.902772 0.0 0.0 0.3 -0.074
C 3.735175 -0.125489 1.933979 0.3 0.0 0.0 -0.021
C 2.377943 0.007974 1.673990 -0.3 0.0 0.5 -0.165
N 1.943791 0.181334 0.417123 0.1 0.0 0.0 -0.063
C 2.837495 0.233875 -0.578246 -0.1 0.0 0.0 -0.109
C 1.379916 -0.015476 2.820492 0.5 0.0 -0.5 -0.216
C 1.781581 0.005690 4.149790 0.0 0.0 0.3 -0.033
C 0.795671 0.023872 5.130110 0.2 0.0 -0.1 -0.084
C -0.534871 0.037907 4.758091 -0.2 0.0 0.0 -0.058
C -0.840201 0.015353 3.401809 0.1 0.1 0.0 -0.115
N 0.111010 -0.028744 2.480128 -0.4 -0.2 0.1 0.094
H 4.870674 0.151433 -1.230790 0.0 0.0 0.0 0.102
H 5.715536 -0.188562 1.109265 0.0 0.0 0.0 0.101
H 4.073956 -0.274106 2.947501 0.0 0.0 0.0 0.093
H 2.413759 0.389001 -1.559957 0.0 0.0 0.0 0.109
H 2.823421 0.028378 4.437626 0.0 0.0 0.0 0.088
H 1.077413 0.050100 6.175891 0.0 0.0 0.0 0.095
H -1.327394 0.087705 5.493426 0.0 0.0 0.0 0.099
H -1.857196 0.078866 3.028835 0.0 0.0 0.0 0.073
S -2.975603 2.687865 2.132220 0.0 0.0 -0.1 -0.263
As -2.310688 2.591263 0.104458 -0.3 0.3 0.1 -0.549
S -2.333795 0.495345 -0.644007 0.3 0.0 -0.1 -0.059
S -0.074538 2.607959 0.022522 0.0 -0.3 0.0 -0.096
S -3.202439 3.971513 -1.232494 0.1 -0.1 0.1 -0.280
O 0.383794 -3.899363 -1.080381 0.0 0.1 0.1 -0.019
C 0.177125 -2.696691 -1.288933 0.1 -0.2 -0.2 -0.622
O -0.017289 -1.826048 -0.396144 0.0 0.1 0.2 -0.195
C 0.179474 -2.284844 -2.777181 0.0 0.0 0.0 -0.095
C -0.039657 -0.987909 -3.232799 0.0 -0.1 -0.2 -0.020
C 0.020280 -0.698562 -4.592762 0.0 0.1 0.2 0.011
C 0.289643 -1.721351 -5.477600 0.3 0.1 -0.4 -0.164
C 0.487716 -3.026048 -5.061301 0.1 -0.1 0.1 -0.018
C 0.431975 -3.296508 -3.707237 0.0 0.1 0.0 -0.018
N 0.374334 -1.421547 -6.929960 -1.1 -0.2 0.4 -0.355
O 0.229244 -0.266132 -7.282883 0.4 -0.1 -0.1 0.056
O 0.456120 -2.365371 -7.701516 0.4 0.2 0.0 0.034
H -0.266804 -0.201303 -2.525574 0.0 0.1 0.1 0.028
H -0.151650 0.305314 -4.953578 0.0 0.0 0.0 0.120
H 0.684519 -3.799309 -5.789054 0.0 0.0 0.0 0.106
H 0.587723 -4.296393 -3.328534 0.0 0.0 0.0 0.108
```
Positions in Å, forces in eV/Å.

Properties
LUMO energy in eV: 3.79
Net charge: -2
Relative energy (zero: lowest compared OMol25 entry of this formula, charge and spin) in kcal/mol: 0.00
HOMO in eV: -1.181

| no. | molecular weight (g/mol) | largest force on an atom (Eh/bohr) |
| --- | --- | --- |
| 1 | 516.25 | 0.03056 |
| 2 | 1053.89 | 0.03996 |
| 3 | 536.56 | 0.00174 |
| 4 | 431.38 | 0.02854 |
| 5 | 720.57 | 0.02282 |